[1]
C18H8Cl3F2N2ORh as an isolated structure in a non-equilibrium geometry, computed with ωB97M-V/def2-TZVPD.

The HOMO energy (spin up / spin down) is -0.1915 / -0.3262 hartree. The charge is 0. The spin multiplicity is 5. For the strongest force on any atom, the calculation gives 5.0 eV Å⁻¹. The total energy comes out at -69827.82378 eV.

Last column: Mulliken spin population.
Positions of all 35 atoms, in Å:
Rh1 0.67158 -0.83638 -0.47852  1.49
Cl1 3.73025 5.84510 0.73091  0.04
C1 3.12180 4.31593 0.17562  0.22
C2 3.39292 3.15882 0.90459  -0.09
C3 2.77294 1.96634 0.46376  0.14
Cl2 2.86244 0.64646 1.54209  0.05
C4 2.13378 1.85698 -0.80246  0.10
O1 1.66746 0.77827 -1.31749  0.34
C5 2.08958 3.05937 -1.60431  0.14
Cl3 1.34686 3.00919 -3.12352  0.03
C6 2.51112 4.27427 -1.09621  -0.08
H1 4.02589 3.12136 1.80210  0.00
H2 2.37986 5.23754 -1.61702  0.00
F1 0.05597 -5.70479 1.51610  0.03
C7 -0.53895 -4.65695 0.89753  0.28
C8 0.37399 -3.68552 0.47017  -0.16
C9 -0.19661 -2.50860 0.03091  0.23
C10 -1.63655 -2.30992 -0.08801  0.00
C11 -2.38311 -3.39649 0.25131  0.17
F2 -3.74618 -3.37706 -0.07651  0.01
C12 -1.90606 -4.59078 0.77985  0.07
C13 -2.16826 -0.94732 -0.13813  0.35
C14 -3.48604 -0.55515 0.17500  0.08
C15 -3.75081 0.83451 0.22004  0.09
C16 -2.70778 1.77886 0.05966  0.25
C17 -1.45111 1.30732 -0.22878  -0.02
N1 -1.17307 -0.01307 -0.25881  0.26
H3 1.38333 -3.87787 0.60843  -0.01
H4 -2.55742 -5.27756 1.22146  0.00
H5 -4.23116 -1.33126 0.28557  0.01
H6 -4.73273 1.13609 0.40022  0.02
H7 -2.97551 2.80777 0.24815  0.01
H8 -0.53347 1.92569 -0.32195  0.01
N2 3.35470 -2.21765 -0.94233  0.01
C18 2.30034 -1.77352 -0.68941  -0.04

***

[2]
A 12-piece molecular cluster, C20H31Cl22F5NO5P overall in a non-equilibrium geometry, computed with ωB97M-V/def2-TZVPD.

The HOMO energy is -0.3473 hartree. The SMILES is N=P(O)(O)C1=C(CCCC(F)(F)C(F)(F)F)C(=O)OC1=O.ClCCl.ClCCl.ClCCl.ClCCl.ClCCl.ClCCl.ClCCl.ClCCl.ClCCl.ClCCl.ClCCl. The charge is 0. For the strongest force on any atom, the calculation gives 2.7 eV Å⁻¹. The total energy comes out at -331342.01824 eV.

Last column: Löwdin charge in e.
Positions of all 85 atoms, in Å:
N1 -1.29479 -1.95645 -1.05425  -0.13
P1 -0.15446 -0.98666 -1.39787  0.52
O1 1.13057 -1.26457 -0.46141  -0.16
O2 0.32061 -1.21142 -2.94257  -0.17
C1 -0.59068 0.75510 -1.26108  -0.07
C2 -0.02744 1.70578 -0.53343  -0.11
C3 1.09560 1.73392 0.44615  -0.09
C4 0.52412 1.55330 1.88539  -0.11
C5 0.75052 0.16541 2.50069  -0.07
C6 -0.48373 -0.69121 2.53632  -0.49
F1 -1.38336 -0.38277 1.60880  0.13
F2 -0.10609 -1.97483 2.39366  0.13
C7 -1.21339 -0.64845 3.88573  -0.59
F3 -1.70352 0.54684 4.14019  0.19
F4 -0.48598 -1.09071 4.89781  0.10
F5 -2.26295 -1.46405 3.79378  0.17
C8 -0.74173 3.00809 -0.79039  -0.38
O3 -0.52982 4.08652 -0.34191  0.20
O4 -1.73247 2.72438 -1.71185  0.12
C9 -1.73620 1.40345 -2.01105  -0.43
O5 -2.50795 0.82708 -2.70510  0.18
H1 -1.48404 -2.50423 -1.88545  0.00
H2 1.87395 -0.84589 -0.92903  0.04
H3 1.23226 -1.54420 -2.88182  -0.01
H4 1.53762 2.72345 0.40918  0.12
H5 1.87407 1.02099 0.21728  0.10
H6 -0.54528 1.74537 1.85987  0.10
H7 0.93274 2.32384 2.52068  0.12
H8 1.04576 0.31608 3.53609  0.10
H9 1.56965 -0.37710 2.05101  0.12
Cl1 -0.37289 0.15076 -7.48969  0.50
C10 -0.51882 -1.03521 -6.18628  -1.03
Cl2 0.56032 -2.41613 -6.43524  0.49
H10 -0.26073 -0.55943 -5.24853  -0.01
H11 -1.54025 -1.39472 -6.15412  0.03
Cl3 -5.92634 4.65697 -1.35991  0.50
C11 -4.91098 3.52802 -2.26833  -1.03
Cl4 -5.33046 3.51650 -3.98599  0.53
H12 -3.87646 3.82818 -2.16420  0.01
H13 -5.05281 2.52972 -1.86806  0.02
Cl5 3.73929 2.87401 6.84812  0.52
C12 4.39268 1.46249 6.01313  -1.04
Cl6 3.99325 1.48383 4.28903  0.47
H14 5.47131 1.45988 6.11828  0.03
H15 3.96999 0.56979 6.45445  -0.04
Cl7 4.15563 -0.54286 -3.10685  0.50
C13 4.59091 -2.11957 -2.41847  -0.99
Cl8 3.15264 -3.12282 -2.19312  0.59
H16 5.27155 -2.62633 -3.08677  -0.03
H17 5.06091 -1.95849 -1.45500  0.03
Cl9 6.17446 -1.67066 -5.24391  0.54
C14 6.90909 -2.78661 -6.40661  -0.99
Cl10 8.40548 -3.48468 -5.78085  0.50
H18 6.20800 -3.58759 -6.60917  0.03
H19 7.12827 -2.24314 -7.31795  0.03
Cl11 -7.09509 8.03221 -5.05687  0.50
C15 -7.72949 6.42707 -4.67017  -1.05
Cl12 -9.48352 6.45648 -4.44794  0.50
H20 -7.49258 5.75332 -5.48461  0.02
H21 -7.26692 6.07981 -3.75355  -0.02
Cl13 4.01425 -1.76449 4.58622  0.52
C16 2.53953 -2.33229 5.40513  -0.95
Cl14 1.75226 -1.08981 6.38390  0.60
H22 1.82487 -2.66609 4.65959  0.02
H23 2.82413 -3.15755 6.04696  0.03
Cl15 -3.60675 2.32082 1.28257  0.56
C17 -4.56646 1.31906 2.38338  -0.99
Cl16 -5.97529 0.62131 1.58061  0.53
H24 -3.94217 0.51425 2.75038  0.00
H25 -4.90490 1.93690 3.20660  0.03
Cl17 -1.62157 -1.47495 9.06820  0.51
C18 -1.00396 -2.87016 8.17895  -1.04
Cl18 0.29102 -3.69006 9.06275  0.50
H26 -1.81490 -3.57130 8.02139  0.03
H27 -0.61250 -2.52901 7.22792  -0.03
Cl19 11.54785 -4.19371 -3.92453  0.49
C19 10.96934 -5.85387 -3.74211  -1.02
Cl20 9.23164 -5.90911 -3.42389  0.48
H28 11.17158 -6.39545 -4.65850  0.03
H29 11.49008 -6.31542 -2.91176  0.02
Cl21 -8.10473 2.33395 -0.56697  0.48
C20 -9.39426 1.48325 0.28822  -1.03
Cl22 -10.32578 2.57522 1.32007  0.51
H30 -10.06175 1.03834 -0.44018  0.02
H31 -8.95157 0.71232 0.90889  0.00

***

[3]
C48H45BaN7OPS3 as an isolated structure in a non-equilibrium geometry, computed with ωB97M-V/def2-TZVPD.

The value obtained for the energy relative to the best compared isomer or geometry (same formula, charge and spin) is 65.1 kcal per mole. The HOMO energy is -0.1667 hartree. The charge is -1. For the strongest force on any atom, the calculation gives 2.1 eV Å⁻¹. The total energy comes out at -105470.65878 eV.

Last column: Löwdin charge in e.
Positions of all 106 atoms, in Å:
Ba1 0.01044 -0.07900 -0.47038  1.70
C1 4.69493 -2.00292 0.86806  -0.20
C2 4.04839 -2.52421 -0.42762  -0.16
C3 2.50885 -2.69191 -0.34613  -0.27
N1 1.77049 -1.82481 -1.27576  -0.16
C4 1.57765 -2.22707 -2.50311  -0.27
C5 1.77284 -3.56925 -2.97835  -0.03
C6 2.02099 -4.06011 -4.23581  -0.11
C7 2.24751 -3.37988 -5.43625  -0.14
C8 2.05472 -2.02521 -5.61196  -0.12
C9 1.47166 -1.08934 -4.76542  -0.05
C10 0.97603 -1.21004 -3.44081  -0.27
N2 0.07741 -0.40358 -2.91009  -0.23
C11 -0.58765 0.56944 -3.76694  -0.25
C12 0.13875 1.92354 -3.86217  -0.16
C13 0.05019 2.79748 -2.60057  -0.21
N3 0.95851 2.35769 -1.53106  0.00
C14 2.09831 2.90944 -1.45962  -0.29
C15 2.60200 3.99552 -2.32749  -0.02
C16 2.98580 5.18807 -1.85860  -0.07
C17 3.07484 5.57869 -0.46503  -0.09
C18 3.28245 4.76335 0.58492  -0.07
C19 3.49254 3.33096 0.54581  0.00
C20 3.03589 2.48527 -0.38514  -0.14
N4 3.39203 1.10804 -0.36770  -0.07
C21 3.49971 0.29100 0.86532  -0.14
C22 4.82759 -0.47754 0.98896  -0.16
H1 5.69844 -2.42479 0.96597  0.10
H2 4.12087 -2.36147 1.72807  0.09
H3 4.48864 -3.49372 -0.66799  0.11
H4 4.28530 -1.86231 -1.25968  0.09
H5 2.17129 -2.45232 0.66404  -0.01
H6 2.27192 -3.74549 -0.49861  0.07
H7 1.73319 -4.32046 -2.20002  0.09
H8 2.12121 -5.14074 -4.28254  0.10
H9 2.59326 -3.95644 -6.28499  0.08
H10 2.33583 -1.63358 -6.58572  0.10
H11 1.35458 -0.10403 -5.19771  0.08
H12 -1.59096 0.75396 -3.36312  0.09
H13 -0.71869 0.16852 -4.77762  0.11
H14 -0.30807 2.49167 -4.68338  0.11
H15 1.19307 1.75837 -4.10538  0.10
H16 -0.96486 2.75208 -2.20773  0.07
H17 0.25690 3.83652 -2.86871  0.11
H18 2.59911 3.81025 -3.39512  0.12
H19 3.23883 5.95271 -2.58526  0.10
H20 3.06395 6.64421 -0.26681  0.10
H21 3.42353 5.23109 1.55248  0.10
H22 4.07943 2.91683 1.35848  0.12
H23 2.67902 -0.42523 0.90045  0.02
H24 3.34246 0.97188 1.69579  0.11
H25 5.26460 -0.25285 1.96440  0.11
H26 5.51993 -0.09942 0.23272  0.11
C23 -4.53213 1.90957 -3.84307  -0.10
C24 -3.98485 3.10747 -3.39218  -0.09
C25 -3.44446 3.18568 -2.11900  -0.14
C26 -3.44451 2.07905 -1.26274  -0.39
C27 -4.00202 0.88861 -1.72351  -0.08
C28 -4.53853 0.80528 -3.00621  -0.09
P1 -2.62799 2.21833 0.39404  1.04
C29 -3.62345 3.56855 1.13890  -0.39
C30 -3.01764 4.34222 2.12657  -0.11
C31 -3.71702 5.35299 2.77378  -0.10
C32 -5.03627 5.61013 2.43064  -0.10
C33 -5.65078 4.85042 1.44260  -0.09
C34 -4.95031 3.83686 0.80387  -0.10
C35 -3.18590 0.68085 1.20562  -0.50
C36 -4.35123 0.60512 1.97376  -0.11
C37 -4.71771 -0.60960 2.53312  -0.12
C38 -3.91941 -1.72850 2.31346  -0.11
C39 -2.76853 -1.62062 1.54165  -0.18
C40 -2.33162 -0.41510 0.95754  -0.37
H27 -4.94924 1.84192 -4.84014  0.10
H28 -3.97633 3.97774 -4.03742  0.10
H29 -3.01410 4.12225 -1.77718  0.11
H30 -4.00685 0.02085 -1.07514  0.10
H31 -4.96214 -0.13111 -3.34778  0.10
H32 -1.98502 4.14484 2.39219  0.10
H33 -3.22980 5.94099 3.54154  0.10
H34 -5.58528 6.39838 2.93081  0.10
H35 -6.68164 5.04445 1.17242  0.10
H36 -5.43993 3.24556 0.03906  0.11
H37 -4.96955 1.48020 2.14864  0.09
H38 -5.61246 -0.68213 3.14054  0.09
H39 -4.19271 -2.68091 2.75557  0.09
H40 -2.17049 -2.52289 1.41644  0.08
O1 3.61351 1.17878 -2.51060  -0.02
N5 3.68039 0.48372 -1.51791  0.00
S1 0.97129 -7.45437 2.94108  0.52
C41 0.93637 -5.83328 3.35655  -1.10
S2 1.54170 -4.62452 2.28523  0.95
C42 1.08092 -3.32785 3.38263  -1.15
N6 0.52422 -3.79569 4.45793  -0.01
N7 0.45287 -5.18846 4.44016  -0.14
C43 -0.19786 -5.74811 5.58280  -0.18
C44 -0.00910 -7.06877 5.97241  -0.05
C45 -0.66402 -7.55331 7.09813  -0.09
C46 -1.50087 -6.74082 7.84460  -0.11
C47 -1.67297 -5.41811 7.45570  -0.09
C48 -1.02785 -4.91851 6.33766  -0.02
S3 1.37839 -1.67883 3.03623  0.45
H41 0.64256 -7.71170 5.40477  0.03
H42 -0.50738 -8.58557 7.38688  0.10
H43 -2.00789 -7.12793 8.71926  0.09
H44 -2.31815 -4.76162 8.02626  0.10
H45 -1.15387 -3.88983 6.03726  0.10

***

[4]
C44H38As2ClF6HfP2 as an isolated structure in a non-equilibrium geometry, computed with ωB97M-V/def2-TZVPD.

The value obtained for the energy relative to the best compared isomer or geometry (same formula, charge and spin) is 0.0 kcal per mole. The HOMO energy (spin up / spin down) is -0.6708 / -0.6708 hartree. The charge is +4. The spin multiplicity is 2. For the strongest force on any atom, the calculation gives 3.6 eV Å⁻¹. The total energy comes out at -216598.71848 eV.

Last column: Mulliken spin population.
Positions of all 94 atoms, in Å:
Hf1 0.32050 0.00410 0.51310  0.02
C1 2.36970 -0.52920 3.40290  0.04
C2 3.27860 -0.73550 2.18880  -0.01
As1 2.98410 0.33620 0.49080  0.00
C3 4.46470 -0.57160 -0.48960  0.00
C4 4.29130 -1.36190 -1.61800  0.00
C5 5.38050 -2.04300 -2.15060  0.00
C6 6.63210 -1.91030 -1.56700  0.00
C7 6.80440 -1.11540 -0.44450  0.00
C8 5.73250 -0.42490 0.09030  0.00
C9 3.79620 2.10300 0.80010  0.00
C10 3.47480 2.88550 1.90980  0.00
C11 4.03840 4.14170 2.05090  0.00
C12 4.90530 4.63000 1.08260  0.00
C13 5.22030 3.86240 -0.03010  0.00
C14 4.65480 2.61050 -0.18180  0.00
As2 0.38450 -0.61150 3.07350  0.03
C15 -0.25960 0.20410 4.76570  0.01
C16 -1.36610 1.05110 4.78460  0.00
C17 -1.82030 1.55940 5.99250  0.01
C18 -1.18110 1.21660 7.17450  0.00
C19 -0.10370 0.34270 7.15990  0.00
C20 0.36940 -0.16480 5.95940  0.01
C21 -0.07470 -2.50060 3.34360  0.26
C22 -1.16040 -2.82810 4.16190  0.04
C23 -1.53030 -4.15340 4.31540  0.14
C24 -0.84720 -5.14830 3.62470  0.23
C25 0.23640 -4.82470 2.81280  0.21
C26 0.61110 -3.50390 2.65550  0.00
H1 2.58440 0.43850 3.87740  0.00
H2 2.62550 -1.29550 4.14930  0.00
H3 3.23580 -1.78240 1.85050  0.00
H4 4.31750 -0.56060 2.50870  0.00
H5 3.32560 -1.46760 -2.09960  0.00
H6 5.25170 -2.66370 -3.02390  0.00
H7 7.48620 -2.40260 -2.01170  0.00
H8 7.77550 -1.02210 0.02250  0.00
H9 5.87210 0.22460 0.95270  0.00
H10 2.81260 2.49720 2.67980  0.00
H11 3.81240 4.73810 2.92120  0.00
H12 5.34420 5.60680 1.19680  0.00
H13 5.90200 4.23450 -0.77680  0.00
H14 4.89790 2.00940 -1.05250  0.00
H15 -1.88500 1.29670 3.86080  0.00
H16 -2.67890 2.21150 6.00870  0.00
H17 -1.54250 1.61550 8.11130  0.00
H18 0.36020 0.04000 8.08850  0.00
H19 1.19530 -0.87310 5.95100  0.00
H20 -1.68710 -2.03860 4.68990  0.00
H21 -2.34980 -4.41390 4.96730  0.01
H22 -1.15950 -6.17870 3.70880  -0.01
H23 0.77790 -5.60240 2.29700  0.00
H24 1.45740 -3.27300 2.01500  0.00
Cl1 -2.28100 0.32850 0.93350  0.00
C27 -2.99500 1.81610 0.37430  0.00
C28 -4.37080 1.93180 0.36110  0.00
C29 -4.93240 3.12490 -0.07180  0.00
C30 -4.11670 4.18420 -0.43820  0.00
C31 -2.73840 4.05530 -0.40400  0.00
C32 -2.14830 2.84620 -0.02740  0.00
P1 -0.31990 2.65500 -0.05300  0.00
C33 0.11610 3.88810 1.22880  0.00
C34 0.24680 5.24330 0.93000  0.00
C35 0.36890 6.16050 1.95780  0.00
C36 0.36040 5.74490 3.27980  0.00
C37 0.23310 4.39350 3.58270  0.00
C38 0.12040 3.46800 2.56080  0.00
C39 0.16680 3.42580 -1.62600  0.00
C40 -0.71450 3.52930 -2.70650  0.00
C41 -0.33030 4.23050 -3.83410  0.00
C42 0.94310 4.78480 -3.91610  0.00
C43 1.83100 4.65830 -2.85110  0.00
C44 1.46050 3.95930 -1.72080  0.00
H25 -4.99360 1.11070 0.67950  0.00
H26 -6.00640 3.22360 -0.11180  0.00
H27 -4.55420 5.11560 -0.76280  0.00
H28 -2.11620 4.89650 -0.67030  0.00
H29 0.24580 5.58640 -0.09290  0.00
H30 0.45070 7.20860 1.71750  0.00
H31 0.45580 6.46720 4.07490  0.00
H32 0.20110 4.07170 4.61270  0.00
H33 0.01760 2.39930 2.79330  0.00
H34 -1.70150 3.09080 -2.66600  0.00
H35 -1.02390 4.34250 -4.65340  0.00
H36 1.25510 5.28040 -4.82350  0.00
H37 2.81070 5.10430 -2.90820  0.00
H38 2.14650 3.85020 -0.88810  0.00
F1 -0.09350 -0.47320 -1.38440  0.00
P2 -0.12470 -2.39970 -1.21010  0.00
F2 -1.55860 -2.28220 -1.73900  0.00
F3 1.32180 -1.98170 -0.36250  0.00
F4 0.65450 -2.42880 -2.52670  0.00
F5 -0.05590 -3.84190 -0.72820  0.00
F6 -0.75050 -1.88700 0.37430  0.01